This record from the OMol25 dataset describes a structure of composition C19H49KN3O7. The level of theory is ωB97M-V/def2-TZVPD.

Output
Lowest unoccupied orbital energy (eV): -3.518
Charge: +1
HOMO level (eV): -10.1
Largest force on an atom (eV/A): 2.317
Electronic energy (Eh): -2043.8029

Last column: Löwdin charge in e.
Geometry (Å):
K (-9.28761, -2.06481, -5.86687)  0.89
O (-5.54019, -8.27944, -1.38102)  -0.20
O (-13.67626, -2.71255, -4.12953)  -0.15
O (-8.47333, 0.09093, -9.52529)  -0.22
O (-3.35360, -12.29322, -0.50531)  -0.20
O (-9.96244, -8.53356, -5.71052)  -0.20
O (-11.62506, -2.93472, -12.68606)  -0.20
O (-6.21467, -4.45656, -6.07153)  -0.22
N (-10.58306, -1.85773, -10.44895)  -0.07
N (-8.08442, -6.67994, -6.69184)  -0.07
N (-2.75453, -9.33253, -0.70679)  -0.07
C (-9.02265, -7.43799, -7.53904)  -0.18
C (-11.85952, -2.53308, -10.35412)  -0.21
C (-12.58929, -2.56113, -11.73806)  -0.22
C (-12.06079, -3.01041, -14.02081)  -0.09
C (-5.40522, -3.84732, -5.02386)  -0.10
C (-6.79073, -6.50354, -7.29777)  -0.23
C (-13.98156, -3.53861, -3.02269)  -0.15
C (-3.14743, -7.96306, -0.62177)  -0.20
C (-5.80789, -5.83850, -6.31257)  -0.19
C (-6.81766, -7.68562, -1.45993)  -0.12
C (-9.36857, 0.22404, -10.65771)  -0.19
C (-4.70919, -7.71052, -0.34740)  -0.19
C (-7.18337, 0.72424, -9.64524)  -0.09
C (-2.86175, -13.61517, -0.61433)  -0.11
C (-2.57725, -11.50697, 0.37016)  -0.24
C (-10.34631, -7.70641, -6.80976)  -0.22
C (-10.76208, -0.41363, -10.50443)  -0.19
C (-3.07563, -10.06348, 0.55190)  -0.17
C (-11.09024, -8.78090, -4.80692)  -0.08
H (-7.93429, -7.09363, -5.78275)  0.10
H (-11.72277, -3.56283, -10.02395)  0.11
H (-3.28112, -9.77197, -1.44820)  0.10
H (-9.47617, 1.30110, -10.78605)  0.11
H (-6.76939, -6.66698, -1.84482)  0.08
H (-2.52520, -7.59114, 0.19223)  0.11
H (-11.38359, -0.10886, -11.34641)  0.12
H (-3.55541, -14.27948, -1.12972)  0.09
H (-5.79588, -2.86755, -4.74899)  0.07
H (-6.52186, 0.35084, -10.42695)  0.09
H (-6.65727, 0.42497, -8.73874)  0.08
H (-5.71494, -6.35840, -5.35907)  0.12
H (-11.71310, -7.96741, -4.43492)  0.08
H (-10.24953, -2.23366, -11.32503)  0.10
H (-2.57204, -9.71696, 1.45436)  0.12
H (-5.32414, -4.40751, -4.09234)  0.08
H (-5.01798, -8.15950, 0.59662)  0.10
H (-12.75784, -3.83712, -14.15790)  0.09
H (-1.94310, -13.58013, -1.19995)  0.08
H (-7.37069, -7.79256, -0.52675)  0.09
H (-12.58585, -2.12191, -14.37149)  0.09
H (-13.51414, -4.52330, -3.01962)  0.08
H (-8.56062, -8.40008, -7.76046)  0.12
H (-8.89455, -0.03119, -11.60548)  0.12
H (-10.80112, -6.82453, -6.35862)  0.11
H (-11.80503, -9.39467, -5.35506)  0.08
H (-14.31927, -2.01042, -4.25256)  0.08
H (-6.79888, -5.81320, -8.14125)  0.12
H (-11.07662, -8.16375, -7.47729)  0.12
H (-4.39711, -3.63017, -5.37693)  0.09
H (-9.21400, -6.83408, -8.42605)  0.12
H (-12.96422, -1.54836, -11.88584)  0.11
H (-10.81098, -9.35324, -3.92231)  0.08
H (-7.37152, -8.27500, -2.19068)  0.08
H (-11.17376, -3.22979, -14.61506)  0.09
H (-4.15608, -10.03427, 0.69288)  0.11
H (-6.32804, -7.39326, -7.72488)  0.12
H (-2.85067, -7.47391, -1.54956)  0.11
H (-4.80997, -5.80893, -6.75005)  0.12
H (-11.28178, -0.16953, -9.57792)  0.12
H (-7.33269, 1.80373, -9.66756)  0.09
H (-12.50847, -2.00270, -9.65721)  0.11
H (-2.53647, -13.99199, 0.35536)  0.08
H (-1.57107, -11.54692, -0.04711)  0.12
H (-2.57175, -12.03731, 1.32242)  0.11
H (-13.44808, -3.22423, -11.63381)  0.12
H (-4.83776, -6.63159, -0.26094)  0.11
H (-15.05485, -3.71884, -3.08322)  0.08
H (-13.65983, -2.98344, -2.14156)  0.08